(1)
The following is a DFT calculation (the ωB97M-V functional and the def2-TZVPD basis) of a 2-piece molecular cluster, C5H7N2O2 overall.

Values from the calculation:
F_max in eV/A: 3.63
Energy in Ha: -454.72217
Total charge: -1

Last column: Löwdin charge in e.
CARTESIAN COORDINATES (ANGSTROEM)
O -0.651 -1.273 1.652  -0.0139
O -1.035 0.888 2.132  -0.0603
N 2.370 -1.453 0.149  0.0892
N -1.619 -1.732 -1.159  0.0151
C 0.787 0.402 0.635  -0.2906
C 0.877 1.835 0.014  -0.0679
C 1.618 -0.617 0.344  -0.3893
C -0.773 -0.788 -1.452  -0.1315
C -0.333 0.050 1.477  -0.5479
H 0.250 2.512 0.564  0.0499
H -2.445 -1.289 -0.859  0.0087
H 0.529 1.847 -1.022  0.0354
H -0.736 -1.871 0.809  0.1134
H -0.975 0.318 -1.486  0.0801
H 0.211 -1.032 -1.752  0.0416
H 1.927 2.204 -0.045  0.0681

=====

(2)
The following is a DFT calculation (the ωB97M-V functional and the def2-TZVPD basis) of an isolated ion of composition C5H7N2O2S and charge +1.

Values from the calculation:
F_max in eV/A: 4.53
Multiplicity: 3
Energy in Ha: -852.38825
Total charge: +1

Last column: Löwdin charge in e.
CARTESIAN COORDINATES (ANGSTROEM)
S 2.231 1.662 1.113  1.1519
O 1.525 -1.663 0.215  0.0781
O 1.819 -1.199 2.414  0.1806
N 0.998 -0.918 -0.883  0.1088
N 0.112 0.051 -0.264  -0.0372
C 1.385 -0.848 1.349  -0.4429
C 0.728 0.424 0.936  -0.5323
C 0.491 1.535 1.824  -0.1945
C -1.710 -0.353 -1.868  -0.0697
C -1.095 0.356 -0.782  -0.0788
H 0.468 -1.513 -1.542  0.1433
H 0.518 1.180 2.853  0.1232
H -0.115 2.356 1.414  0.1227
H -1.815 0.911 -0.149  0.1480
H -1.232 -1.350 -1.872  0.0777
H -2.724 -0.718 -1.860  0.0959
H -1.584 0.087 -2.900  0.1252

=====

(3)
The following is a DFT calculation (the ωB97M-V functional and the def2-TZVPD basis) of an isolated ion of composition C5H7N2O3P and charge -2.

Values from the calculation:
F_max in eV/A: 3.80
Energy in Ha: -871.36433
Total charge: -2

Last column: Löwdin charge in e.
CARTESIAN COORDINATES (ANGSTROEM)
P 2.027 0.200 0.152  0.2499
O 1.819 0.309 1.630  -0.3854
O 3.157 0.891 -0.482  -0.4051
O 2.146 -1.479 -0.239  -0.2913
N -0.974 -1.535 -1.080  -0.0580
N -2.008 -2.127 -0.437  -0.1422
C -0.564 -0.480 -0.328  -0.4438
C -1.337 -0.416 0.823  -0.1261
C 0.439 0.538 -0.818  -0.3420
C -2.238 -1.489 0.715  -0.2952
C 0.065 1.934 -0.378  -0.1339
H 1.114 -1.567 -0.313  0.0347
H -0.234 1.880 0.607  0.0296
H -2.743 -1.915 1.616  0.0601
H -1.392 0.095 1.681  0.0289
H 0.505 0.321 -1.922  0.1221
H 0.930 2.534 -0.257  0.0486
H -0.712 2.305 -0.968  0.0493

=====

(4)
The following is a DFT calculation (the ωB97M-V functional and the def2-TZVPD basis) of an isolated ion of composition C5H7N2O5S and charge -1.

Values from the calculation:
F_max in eV/A: 3.24
Energy in Ha: -1078.69459
Total charge: -1

Last column: Löwdin charge in e.
CARTESIAN COORDINATES (ANGSTROEM)
S 1.692 0.030 1.937  0.4262
O 3.091 -0.253 1.837  -0.3606
O -2.670 -1.256 -2.118  0.0380
O 1.518 -0.452 -0.714  -0.1071
O 1.073 -0.606 3.113  -0.3917
O 1.347 1.460 1.708  -0.3708
N -1.710 -1.037 0.044  0.1235
N -1.304 0.409 -1.557  0.0898
C -2.012 -0.715 -1.259  -0.5795
C 1.009 0.826 -1.082  -0.1324
C -0.404 0.900 -0.471  -0.1779
C -0.626 -0.259 0.537  -0.1913
C 0.946 -0.883 0.459  -0.2733
H -0.823 0.179 1.502  0.1168
H -0.899 1.786 -0.081  0.1496
H -1.744 1.190 -1.958  0.1171
H 1.637 1.537 -0.718  0.0743
H 1.022 1.000 -2.150  0.1209
H 1.130 -2.066 0.546  0.1757
H -2.272 -1.791 0.424  0.1526

=====

(5)
The following is a DFT calculation (the ωB97M-V functional and the def2-TZVPD basis) of one molecule with the formula C5H7N2P.

Values from the calculation:
F_max in eV/A: 3.61
Energy in Ha: -645.48518

Last column: Löwdin charge in e.
CARTESIAN COORDINATES (ANGSTROEM)
P 1.718 -1.490 -0.159  0.8936
N -0.174 -0.244 0.966  -0.0345
N -1.024 0.492 1.693  -0.0380
C -1.970 1.056 0.892  -0.1238
C 2.810 -0.226 -0.237  -0.3707
C -0.651 -0.307 -0.256  -0.4038
C 0.286 -0.901 -1.224  -0.3649
C -1.873 0.421 -0.327  -0.0393
H 3.750 -0.309 0.142  -0.0787
H -0.528 0.588 2.629  0.1912
H -2.669 0.481 -1.138  0.1226
H 0.549 -0.279 -1.981  0.0390
H -2.782 1.611 1.496  0.1397
H 2.714 0.773 -0.694  0.0089
H -0.157 -1.668 -1.804  0.0587

=====

(6)
The following is a DFT calculation (the ωB97M-V functional and the def2-TZVPD basis) of one molecule with the formula C5H7N2PS2.

Values from the calculation:
F_max in eV/A: 5.98
Energy in Ha: -1441.76432

Last column: Löwdin charge in e.
CARTESIAN COORDINATES (ANGSTROEM)
S 0.501 2.228 1.555  0.7570
S 3.861 -0.679 0.528  0.6522
P 0.730 -0.826 1.163  0.9161
N 2.292 1.186 -0.091  -0.2305
N 0.278 -0.725 -0.309  -0.3096
C 1.598 2.240 0.321  -0.5387
C -2.482 0.298 -0.068  0.0344
C -0.828 -1.319 -1.008  -0.3282
C 2.427 0.074 0.726  -0.9890
C -2.217 -0.997 -0.502  -0.1235
H 0.376 0.954 1.966  -0.2645
H -0.828 -2.377 -1.085  0.0889
H -2.823 -1.816 -0.435  0.0541
H -1.716 1.009 -0.141  0.0101
H 2.847 1.269 -0.947  0.1161
H -0.534 -0.982 -1.991  0.1021
H -3.482 0.462 0.320  0.0531

=====

(7)
The following is a DFT calculation (the ωB97M-V functional and the def2-TZVPD basis) of one molecule with the formula C5H7N3.

Values from the calculation:
F_max in eV/A: 3.36
Energy in Ha: -358.86417

Last column: Löwdin charge in e.
CARTESIAN COORDINATES (ANGSTROEM)
N 0.233 -0.847 -1.693  -0.0092
N 0.316 -1.092 0.706  0.1106
N 0.015 1.243 2.490  -0.0276
C 0.494 1.934 1.543  -0.0342
C 0.065 -0.895 -0.449  -0.1740
C 0.484 0.003 2.881  -0.1602
C -0.616 -0.231 -2.644  -0.1832
C 0.535 -1.103 2.025  -0.1568
H -1.759 -0.208 -2.452  0.0982
H 0.529 -0.284 3.977  0.1159
H -0.133 0.840 -2.878  0.1167
H 1.418 1.619 0.941  0.1125
H 0.003 2.848 1.410  0.0463
H 0.538 -2.101 2.515  0.1092
H -0.601 -0.913 -3.449  0.0359

=====

(8)
The following is a DFT calculation (the ωB97M-V functional and the def2-TZVPD basis) of one molecule with the formula C5H7N3.

Values from the calculation:
F_max in eV/A: 3.96
Energy in Ha: -358.86335

Last column: Löwdin charge in e.
CARTESIAN COORDINATES (ANGSTROEM)
N -0.876 1.046 -0.013  -0.1005
N 1.146 1.794 -0.029  0.0349
N -0.123 2.209 -0.061  0.0369
C 2.378 -0.504 0.034  -0.0641
C 1.188 0.468 -0.116  -0.3307
C -1.316 -0.971 -0.086  -0.0339
C -2.175 0.351 0.046  -0.0583
C -0.113 0.005 -0.148  -0.2208
H -2.918 0.613 -0.700  0.1071
H -1.268 -1.561 0.887  0.1225
H 3.466 -0.191 0.617  0.1422
H 2.556 -0.788 -1.026  0.0582
H 2.095 -1.466 0.552  0.0641
H -1.380 -1.647 -0.972  0.1133
H -2.660 0.641 1.014  0.1291

=====

(9)
The following is a DFT calculation (the ωB97M-V functional and the def2-TZVPD basis) of C5H7N3 as an isolated structure.

Values from the calculation:
F_max in eV/A: 9.71
Energy in Ha: -358.74797

Last column: Löwdin charge in e.
CARTESIAN COORDINATES (ANGSTROEM)
N 0.573 0.584 0.600  0.0155
N -0.434 -0.216 -1.385  0.0351
N 1.843 -0.037 0.408  0.0512
C -1.725 -0.876 -1.619  -0.1455
C -2.557 -0.729 -0.594  -0.1262
C 2.543 1.098 1.295  -0.1863
C -0.457 0.099 -0.111  -0.4453
C -1.774 -0.233 0.407  -0.0170
H 2.023 2.058 1.864  0.1126
H 0.578 -0.863 -1.829  0.2774
H 3.127 0.404 2.079  0.0797
H -1.496 -1.668 -2.476  0.1446
H -3.581 -1.110 -0.745  0.1215
H -2.016 -0.134 1.360  0.0525
H 3.351 1.624 0.746  0.0302

=====

(10)
The following is a DFT calculation (the ωB97M-V functional and the def2-TZVPD basis) of C5H7N3 as an isolated structure.

Values from the calculation:
F_max in eV/A: 5.11
Energy in Ha: -358.75908

Last column: Löwdin charge in e.
CARTESIAN COORDINATES (ANGSTROEM)
N -0.927 -1.300 1.483  0.0633
N -0.137 -0.170 -0.377  -0.0854
N 1.170 0.209 -0.983  -0.0560
C -2.488 0.672 -0.516  -0.0188
C -1.198 0.685 -0.830  -0.1939
C 2.210 0.045 -0.107  -0.1997
C 1.704 -0.653 1.058  -0.0406
C 0.099 -0.959 0.736  -0.3750
H -2.871 -0.374 -0.141  0.0950
H -3.058 1.403 -1.026  0.0289
H -0.567 -1.570 2.499  0.0878
H 1.082 0.276 -2.138  0.2227
H -0.822 1.711 -1.353  0.1505
H 3.272 0.401 -0.488  0.1420
H 2.528 -0.377 2.182  0.1792

=====

(11)
The following is a DFT calculation (the ωB97M-V functional and the def2-TZVPD basis) of one molecule with the formula C5H7N3.

Values from the calculation:
F_max in eV/A: 4.09
Energy in Ha: -358.89099

Last column: Löwdin charge in e.
CARTESIAN COORDINATES (ANGSTROEM)
N -2.271 -0.863 -0.526  0.1067
N 1.823 0.048 0.006  0.1337
N -0.531 0.424 0.116  0.1188
C -0.965 -0.799 -0.360  -0.4339
C 1.008 2.016 0.922  -0.0754
C -0.066 -1.965 -0.579  -0.0398
C 0.808 0.757 0.344  -0.4427
C 0.780 3.191 1.144  0.1476
H 0.930 -1.675 -0.872  0.0377
H -0.022 -2.590 0.305  0.0830
H -1.278 1.083 0.116  0.1337
H 0.273 4.113 1.440  0.0557
H 2.680 0.487 0.359  0.0708
H -0.652 -2.591 -1.362  0.1119
H -2.517 -1.635 -1.055  -0.0078

=====

(12)
The following is a DFT calculation (the ωB97M-V functional and the def2-TZVPD basis) of a 2-piece molecular cluster, C5H7N3 overall.

Values from the calculation:
F_max in eV/A: 5.07
Energy in Ha: -358.77339

Last column: Löwdin charge in e.
CARTESIAN COORDINATES (ANGSTROEM)
N 2.213 0.078 0.909  0.0828
N -1.510 0.388 -0.955  0.1105
N 0.386 1.482 -0.881  0.0668
C -0.294 0.410 -0.381  -0.4003
C 0.339 -0.558 0.369  -0.0203
C -0.080 -1.758 1.102  -0.0886
C -0.406 2.182 -1.711  -0.0903
C -1.596 1.530 -1.586  -0.2024
H -0.458 3.115 -2.227  0.1081
H -1.074 -1.820 1.543  0.0979
H 2.502 -0.916 1.150  -0.0304
H -2.508 1.705 -2.138  0.1025
H 1.345 1.718 -0.411  0.1754
H 0.603 -2.070 1.789  0.0362
H -0.142 -2.467 0.373  0.0522

=====

(13)
The following is a DFT calculation (the ωB97M-V functional and the def2-TZVPD basis) of one molecule with the formula C5H7N3.

Values from the calculation:
F_max in eV/A: 2.99
Energy in Ha: -358.93388

Last column: Löwdin charge in e.
CARTESIAN COORDINATES (ANGSTROEM)
N 0.911 0.369 -0.217  -0.0604
N 0.950 -1.633 0.673  0.0887
N -1.439 -2.115 0.751  0.0485
C 0.620 1.684 -0.711  -0.1268
C -0.875 1.367 -0.644  -0.0618
C 1.706 -0.646 0.202  -0.1519
C -0.410 0.011 -0.101  -0.1283
C -0.359 -1.234 0.507  -0.3652
H -1.395 1.460 -1.583  0.0980
H 1.048 1.755 -1.732  0.1235
H -1.382 1.970 0.112  0.1039
H -2.107 -1.835 1.545  0.1086
H -1.073 -3.024 1.044  0.0696
H 1.007 2.553 -0.086  0.1375
H 2.797 -0.684 0.240  0.1160

=====

(14)
The following is a DFT calculation (the ωB97M-V functional and the def2-TZVPD basis) of one molecule with the formula C5H7N3.

Values from the calculation:
F_max in eV/A: 5.71
Energy in Ha: -358.86238

Last column: Löwdin charge in e.
CARTESIAN COORDINATES (ANGSTROEM)
N 2.727 0.090 -0.088  0.1154
N 0.322 0.302 -0.551  -0.0316
N 1.028 -1.713 -0.009  0.0736
C -0.290 -1.847 -0.098  -0.0057
C -0.792 -0.409 -0.266  -0.3706
C -2.111 -0.150 -0.008  0.0651
C 1.480 -0.407 -0.184  -0.4689
C 0.105 1.716 0.109  -0.0139
H 0.957 2.324 0.318  0.0498
H -0.055 2.324 -0.780  0.0772
H -2.381 0.803 -0.369  0.0420
H 3.163 -0.794 0.438  0.0912
H -0.760 -2.890 0.236  0.1621
H -2.765 -1.007 0.172  0.0658
H -0.629 1.658 1.079  0.1483

=====

(15)
The following is a DFT calculation (the ωB97M-V functional and the def2-TZVPD basis) of C5H7N3 as an isolated structure.

Values from the calculation:
F_max in eV/A: 3.86
Energy in Ha: -358.78263

Last column: Löwdin charge in e.
CARTESIAN COORDINATES (ANGSTROEM)
N -2.653 0.732 -0.278  0.0704
N 0.360 0.938 0.536  -0.0552
N -1.517 -1.448 -0.398  0.1009
C -0.326 -2.196 -0.297  -0.0612
C -1.724 1.627 -0.406  -0.0960
C -0.311 1.426 -0.454  -0.2909
C 1.857 1.020 0.814  -0.0946
C -2.008 -0.394 -0.238  -0.1437
H 2.205 0.116 0.399  0.0430
H 1.895 1.235 1.893  0.0741
H 0.424 -1.543 0.184  0.0708
H -0.181 -2.451 -1.370  0.1077
H -0.577 -3.034 0.407  0.1066
H 2.342 1.903 0.420  0.0579
H 0.214 2.071 -1.211  0.1101

=====

(16)
The following is a DFT calculation (the ωB97M-V functional and the def2-TZVPD basis) of C5H7N3 as an isolated structure.

Values from the calculation:
F_max in eV/A: 11.94
Energy in Ha: -358.77681

Last column: Löwdin charge in e.
CARTESIAN COORDINATES (ANGSTROEM)
N -0.664 -1.063 -0.153  0.0389
N -0.813 -0.877 -1.496  -0.0409
N 0.982 1.432 1.738  -0.0686
C 0.207 0.325 1.782  -0.0960
C 0.603 1.056 -0.359  -0.0272
C 1.424 1.717 0.628  -0.2365
C -1.370 -2.205 -2.146  -0.1282
C -0.203 0.141 0.479  -0.3086
H -1.191 -3.190 -1.736  0.0320
H 2.357 2.344 0.488  0.1371
H -1.319 -2.229 -3.231  0.0132
H -0.206 -0.113 2.792  0.1517
H 1.758 1.815 2.567  0.2666
H -2.718 -2.040 -2.317  0.1477
H 0.818 0.764 -1.483  0.1188

=====

(17)
The following is a DFT calculation (the ωB97M-V functional and the def2-TZVPD basis) of one molecule with the formula C5H7N3O.

Values from the calculation:
F_max in eV/A: 3.44
Energy in Ha: -434.14959

Last column: Löwdin charge in e.
CARTESIAN COORDINATES (ANGSTROEM)
O -2.032 0.442 1.291  -0.1056
N -0.031 -0.060 0.102  0.1100
N 1.274 -0.332 0.099  -0.2234
N 2.102 -0.338 1.141  0.0822
C -0.732 0.160 1.146  -0.2088
C 3.227 -0.813 -0.751  -0.0790
C 3.287 -0.626 0.640  -0.1685
C 1.908 -0.611 -1.065  -0.0663
C -3.119 0.683 0.346  -0.0244
H -0.299 0.123 2.153  0.1357
H -4.010 0.391 0.893  0.0861
H -3.141 1.746 0.107  0.0873
H 4.146 -0.687 1.278  0.0944
H -2.997 0.091 -0.557  0.0840
H 4.028 -1.055 -1.419  0.0847
H 1.366 -0.643 -1.988  0.1116